Computed, not measured: C43H27Br3N8O4Ti as an isolated structure, with ωB97M-V with the def2-TZVPD basis set.

```
! RIJCOSX wB97M-V def2-TZVPD def2/J DEFGRID3
* xyz -2 3
Br -7.03 -2.46 0.22
Br -3.74 2.11 0.48
Br 1.20 1.90 -8.84
Ti 0.49 -0.23 0.00
O 2.83 -3.35 -1.35
O -1.55 -0.02 0.18
O 2.26 0.71 -0.12
O -0.20 -0.36 4.20
N 0.68 -0.76 2.08
N 0.26 1.70 -1.42
N -1.71 -2.72 0.15
N 1.58 -2.02 -0.01
N 3.20 5.34 -3.09
N 2.58 5.64 -4.23
N 0.13 1.85 1.43
N 0.22 -1.12 -1.96
C 2.29 4.73 -5.18
C 0.06 -2.31 -4.43
C 1.32 -1.96 2.37
C -5.27 -1.73 0.23
C -0.02 2.36 3.77
C 2.84 3.41 -5.31
C 1.48 -2.55 3.63
C -1.79 -4.04 0.11
C 0.05 1.46 2.71
C -0.78 3.46 -2.65
C -0.50 -4.82 0.12
C -0.86 -1.46 -4.05
C 1.41 5.14 -6.22
C -0.82 2.26 -1.93
C 1.09 -2.00 -2.30
C 1.98 -2.51 -1.15
C 1.07 -2.63 -3.52
C 0.05 3.72 3.51
C 2.70 -3.75 1.42
C -3.86 0.22 0.31
C 1.92 -2.60 1.23
C 1.09 4.32 -7.29
C 3.74 2.44 -0.82
C 3.90 3.60 -1.60
C 1.64 3.04 -7.36
C -4.14 -2.58 0.17
C 1.46 2.33 -1.58
C -0.74 -0.87 -2.77
C 0.43 4.09 -2.86
C -4.19 -3.99 0.12
C 2.53 1.76 -0.81
C 0.17 4.13 2.19
C -3.02 -4.70 0.09
C -2.84 -1.99 0.17
C 0.14 -0.02 3.05
C 2.25 -3.70 3.79
C -2.67 -0.53 0.21
C -5.13 -0.37 0.31
C 0.20 3.17 1.19
C 2.91 4.15 -2.40
C 2.86 -4.29 2.69
C 1.61 3.53 -2.34
C 2.52 2.59 -6.38
H 3.53 3.03 -4.56
H -1.48 -0.18 -2.41
H -0.04 -4.79 1.12
H -5.15 -4.48 0.10
H -6.00 0.27 0.37
H 2.36 -4.13 4.78
H 1.84 -3.36 -3.71
H 1.00 -2.09 4.48
H -1.77 1.78 -1.72
H 0.23 -4.38 -0.56
H 0.25 3.48 0.16
H 4.56 2.06 -0.22
H 3.18 -4.20 0.57
H -1.70 3.89 -3.02
H 0.03 4.44 4.31
H -0.66 -5.86 -0.15
H 0.25 5.17 1.92
H 1.00 6.14 -6.16
H 4.86 4.11 -1.60
H 0.41 4.67 -8.06
H 2.94 1.60 -6.45
H 0.02 -2.78 -5.40
H -1.70 -1.21 -4.68
H -3.04 -5.78 0.05
H -0.10 1.96 4.77
H 0.49 5.03 -3.39
H 3.46 -5.19 2.82
*
```

Computed properties:
Expectation value of S²: 2.038
HOMO-LUMO gap (spin up / spin down): 4.2 / 5.1 eV
Calculated total energy: -10965.6192 a.u.
HOMO (spin up / spin down): -0.72 / -1.61 eV
LUMO (spin up / spin down): 0.1287 / 0.1287 hartree